(1)
70
Properties=species:S:1:pos:R:3 method="wB97M-V/def2-TZVPD" total_energy_ev=-52006.2264 homo_energy_ev=-9.37 lumo_ev=-0.14
C 4.77 0.74 1.63
C 3.17 1.05 1.68
C 2.78 1.42 0.17
C 2.36 0.44 -0.79
C 2.24 -1.10 -0.42
C 1.95 -2.07 -1.66
O 3.04 -3.04 -1.86
C 2.99 -4.07 -0.86
C 4.54 -4.40 -0.47
F 4.60 -5.79 -0.20
F 5.34 -4.02 -1.57
F 4.99 -3.65 0.66
C 2.13 1.23 -2.14
O 2.13 0.82 -3.32
O 1.98 2.61 -1.73
C 2.76 2.86 -0.55
O 3.27 3.92 -0.14
H 4.94 -0.15 0.91
H 5.26 1.65 1.12
H 5.21 0.54 2.67
H 3.02 1.95 2.36
H 2.66 0.09 2.04
H 1.44 -1.26 0.38
H 3.26 -1.42 0.01
H 1.03 -2.71 -1.37
H 1.69 -1.55 -2.64
H 2.50 -3.76 0.13
H 2.43 -5.00 -1.22
C -2.07 -3.59 3.84
C -0.66 -3.90 3.41
O -0.10 -2.82 2.63
C 0.50 -1.74 3.16
C 0.35 -1.47 4.63
O 1.08 -0.96 2.44
H -2.11 -2.71 4.49
H -2.51 -4.43 4.38
H -2.70 -3.36 2.97
H 0.00 -4.16 4.24
H -0.67 -4.77 2.75
H -0.49 -0.80 4.79
H 1.27 -0.99 4.98
H 0.24 -2.37 5.23
C -3.21 0.71 -5.68
C -3.57 0.36 -4.25
O -2.46 -0.24 -3.57
C -1.48 0.46 -2.96
C -1.37 1.93 -3.22
O -0.67 -0.11 -2.27
H -2.41 1.45 -5.72
H -4.08 1.11 -6.21
H -2.85 -0.17 -6.22
H -3.96 1.21 -3.70
H -4.36 -0.39 -4.26
H -0.66 2.10 -4.04
H -0.99 2.41 -2.31
H -2.32 2.42 -3.44
C -3.47 3.50 2.52
C -2.51 2.88 1.52
O -3.21 2.28 0.43
C -3.63 2.94 -0.66
C -3.62 4.44 -0.65
O -4.07 2.33 -1.61
H -4.05 4.30 2.07
H -2.92 3.91 3.38
H -4.18 2.75 2.88
H -1.76 3.59 1.16
H -1.96 2.07 2.01
H -4.60 4.81 -0.33
H -3.42 4.80 -1.66
H -2.85 4.88 -0.02

(2)
15
Properties=species:S:1:pos:R:3 method="wB97M-V/def2-TZVPD" total_energy_ev=-23648.9769 e_above_lowest_kj_mol=135.9 total_charge=-2 homo_energy_ev="0.53 / 0.53" lumo_ev="6.57 / 6.57"
C -1.37 0.06 0.36
C 0.78 0.79 0.84
C -1.07 -0.94 -0.67
N -1.56 1.47 -0.43
N -0.67 2.24 -0.44
O 1.79 -1.53 0.92
O 1.65 -0.52 -1.50
O 3.34 0.35 0.16
O -0.41 0.41 1.30
P 1.99 -0.32 0.01
H -2.35 -0.17 0.82
H 1.13 1.64 1.41
H -1.17 -1.94 -0.18
H -0.19 -0.60 -1.30
H -1.90 -0.94 -1.32

(3)
96
Properties=species:S:1:pos:R:3 method="wB97M-V/def2-TZVPD" total_energy_ev=-50420.4504 e_above_lowest_kj_mol=672.7 homo_energy_ev=-9.24 lumo_ev=0.52
C -3.66 1.21 1.16
O -3.65 0.05 1.97
C -2.55 0.00 2.88
C -2.76 -1.15 3.86
O -3.98 -1.09 4.68
C -4.09 -1.94 5.75
H -2.71 1.30 0.64
H -3.72 2.18 1.64
H -4.43 1.11 0.39
H -2.53 0.95 3.42
H -1.59 -0.21 2.40
H -1.88 -1.16 4.50
H -2.70 -2.13 3.39
H -3.53 -1.66 6.65
H -3.89 -2.96 5.45
H -5.12 -1.97 6.10
C 0.38 2.04 4.62
O 0.54 2.65 3.34
C 1.18 1.79 2.41
C 2.71 2.15 2.40
O 2.69 3.56 2.07
C 4.02 4.20 1.96
H -0.03 2.74 5.36
H 1.35 1.70 4.96
H -0.20 1.12 4.56
H 0.91 1.97 1.37
H 1.09 0.73 2.64
H 3.26 1.53 1.70
H 3.27 2.08 3.33
H 3.87 5.23 1.64
H 4.56 3.76 1.13
H 4.56 4.02 2.89
C 5.96 -0.06 0.80
O 7.15 0.38 1.42
C 7.63 -0.19 2.67
C 9.03 0.37 3.06
O 8.76 1.74 3.40
C 8.96 2.69 2.32
H 5.19 0.03 1.57
H 6.09 -1.08 0.45
H 5.74 0.54 -0.09
H 7.78 -1.25 2.48
H 6.85 -0.12 3.42
H 9.70 0.32 2.21
H 9.40 -0.09 3.98
H 9.99 2.89 2.03
H 8.62 3.68 2.65
H 8.16 2.65 1.58
C -1.75 2.74 -5.81
O -0.96 1.59 -5.88
C -1.52 0.32 -5.99
C -2.44 0.19 -7.21
O -3.83 0.23 -6.88
C -4.32 -0.93 -6.17
H -2.66 2.72 -5.23
H -2.20 3.12 -6.73
H -1.07 3.49 -5.41
H -2.04 0.28 -5.04
H -0.67 -0.37 -5.94
H -2.21 -0.71 -7.77
H -2.19 0.96 -7.94
H -5.27 -0.72 -5.69
H -3.58 -1.29 -5.46
H -4.47 -1.80 -6.81
C -2.21 -3.39 -1.34
O -3.52 -2.79 -1.16
C -3.93 -2.89 0.24
C -5.20 -2.03 0.45
O -6.35 -2.63 -0.12
C -6.42 -2.58 -1.56
H -2.19 -4.43 -1.00
H -1.45 -2.92 -0.71
H -2.03 -3.27 -2.41
H -3.17 -2.57 0.96
H -4.14 -3.92 0.53
H -4.92 -1.02 0.12
H -5.45 -1.94 1.50
H -6.40 -1.54 -1.88
H -7.37 -3.05 -1.83
H -5.66 -3.23 -2.00
C -2.38 -0.10 -2.24
O -1.11 -0.77 -2.08
C -0.19 0.07 -1.52
C 1.20 -0.63 -1.62
O 1.29 -1.86 -0.89
C 2.62 -2.31 -0.85
H -2.23 0.79 -2.86
H -2.72 0.22 -1.25
H -3.11 -0.65 -2.83
H -0.49 0.25 -0.48
H -0.21 1.11 -1.86
H 1.99 0.07 -1.33
H 1.49 -0.76 -2.66
H 2.70 -3.31 -0.44
H 3.28 -1.63 -0.31
H 3.10 -2.42 -1.83

(4)
45
Properties=species:S:1:pos:R:3 method="wB97M-V/def2-TZVPD" spin_multiplicity=6 total_energy_ev=-62449.6020 s2=8.783 total_charge=+1 homo_energy_ev="-11.24 / -11.22" lumo_ev="-5.14 / -9.98"
Fe -2.28 -0.61 2.03
C -3.48 -3.10 -1.03
C -4.31 -1.98 -0.40
O -3.83 -1.57 0.86
H -3.80 -3.33 -2.04
H -3.66 -4.01 -0.46
H -2.42 -2.87 -1.10
H -5.36 -2.23 -0.56
H -4.22 -1.11 -1.05
C 0.20 -1.05 0.11
O -0.81 -0.13 0.48
H 0.55 -0.78 -0.89
H 0.95 -1.11 0.89
H -0.21 -2.06 0.13
C -0.83 2.79 -1.27
C -0.54 3.43 0.15
O 0.26 2.51 0.86
O -1.88 1.81 -1.23
H 0.06 2.43 -1.79
H -1.22 3.51 -1.99
H -1.44 3.71 0.70
H -0.09 4.40 -0.08
H -0.19 1.66 0.80
H -1.59 1.13 -0.61
C 2.51 0.71 4.58
C 3.06 0.96 3.14
O 4.51 0.99 3.15
O 3.31 -0.20 5.27
H 1.45 0.45 4.56
H 2.52 1.65 5.13
H 2.73 1.96 2.88
H 2.64 0.18 2.50
H 4.90 1.67 2.60
H 4.16 0.19 5.50
C -0.21 -0.92 -4.12
O -0.23 -0.73 -5.33
N -0.31 0.02 -3.22
N -0.16 -2.05 -3.46
H -0.59 0.95 -3.49
H 0.08 -0.13 -2.30
H -0.12 -2.98 -3.86
H 0.02 -2.08 -2.47
O 3.58 -0.81 -0.96
H 3.64 -0.31 -1.78
H 2.65 -0.94 -0.82

(5)
21
Properties=species:S:1:pos:R:3 method="wB97M-V/def2-TZVPD" total_energy_ev=-97929.8451 e_above_lowest_kj_mol=256.8 total_charge=-1 homo_energy_ev="-5.49 / -5.50" lumo_ev="2.34 / 2.34"
C -1.65 -1.07 0.81
C -2.00 0.38 -1.02
C -0.27 -0.83 0.65
C -0.68 0.69 -1.13
C -2.51 -0.41 -0.02
C 0.25 0.07 -0.31
C 2.44 0.17 0.36
N -3.88 -0.55 0.12
O 4.75 1.17 1.05
O 2.79 2.55 0.73
O 3.91 1.70 -1.28
O 1.55 0.42 -0.57
S 3.69 1.54 0.17
Br 3.01 -2.58 0.36
H -1.92 -1.97 1.55
H -2.58 0.91 -1.78
H 0.42 -1.45 1.12
H -0.32 1.26 -2.03
H 1.86 -0.13 1.28
H -4.34 -1.29 0.57
H -4.53 -0.56 -0.65

(6)
76
Properties=species:S:1:pos:R:3 method="wB97M-V/def2-TZVPD" spin_multiplicity=2 total_energy_ev=-171331.5778 s2=0.765 e_above_lowest_kj_mol=134.5 total_charge=-1 homo_energy_ev="-4.84 / -4.87" lumo_ev="2.29 / 2.51"
Cr 0.28 -0.35 -0.27
O -0.08 3.59 -0.94
C -0.34 2.47 -0.54
O 0.55 1.52 -0.41
C -1.75 2.12 -0.07
C -1.65 1.38 1.27
C -3.00 1.35 1.98
C -3.78 0.33 1.13
C -2.76 -0.04 0.08
O -1.51 0.00 0.82
C -2.54 1.09 -0.93
C -1.82 0.51 -2.15
O -2.22 0.75 -3.27
O -0.84 -0.29 -1.88
H -2.30 3.05 0.03
H -0.80 1.62 1.90
H -2.87 1.01 3.01
H -3.45 2.34 2.00
H -4.07 -0.54 1.73
H -4.68 0.74 0.68
H -2.88 -1.03 -0.37
H -3.48 1.51 -1.28
N -0.01 -2.50 -0.74
C -1.23 -3.31 -0.87
C -1.61 -4.18 0.33
C -1.97 -3.40 1.59
N -0.78 -2.80 2.15
H 0.32 -2.34 -1.69
H 0.73 -3.02 -0.28
H -1.12 -3.98 -1.74
H -2.06 -2.64 -1.12
H -0.78 -4.86 0.56
H -2.45 -4.80 0.02
H -2.52 -4.06 2.28
H -2.65 -2.59 1.32
H -0.18 -3.48 2.61
H -0.97 -2.04 2.80
C 4.05 1.72 -0.15
Si 4.00 0.56 -1.62
C 3.88 1.60 -3.18
C 5.62 -0.40 -1.68
Se 2.30 -0.92 -1.59
H 4.87 2.44 -0.26
H 4.19 1.16 0.77
H 3.11 2.27 -0.09
H 4.73 2.27 -3.28
H 2.97 2.20 -3.15
H 3.83 0.96 -4.07
H 6.47 0.27 -1.80
H 5.62 -1.10 -2.52
H 5.76 -0.98 -0.76
C 1.39 2.81 3.05
C 2.31 2.22 4.10
C 3.77 2.40 3.73
O 2.10 0.82 4.38
P 1.19 -0.27 3.63
S -0.70 -0.05 4.11
S 1.80 -0.44 1.70
O 1.70 -1.59 4.40
C 3.03 -1.93 4.84
C 3.27 -1.35 6.22
C 4.13 -1.58 3.86
H 1.58 3.89 2.98
H 0.35 2.66 3.32
H 1.58 2.38 2.06
H 2.11 2.71 5.06
H 3.98 1.91 2.79
H 4.41 1.98 4.50
H 4.00 3.46 3.63
H 2.98 -3.02 4.92
H 3.37 -0.27 6.18
H 4.19 -1.77 6.64
H 2.44 -1.60 6.88
H 4.23 -0.50 3.74
H 3.94 -2.02 2.88
H 5.08 -1.97 4.24

(7)
33
Properties=species:S:1:pos:R:3 method="wB97M-V/def2-TZVPD" spin_multiplicity=3 total_energy_ev=-151329.3504 s2=2.020 total_charge=+1 homo_energy_ev="-13.79 / -13.78" lumo_ev="-3.70 / -9.12"
Cu 0.16 0.19 0.02
C -0.10 4.20 1.59
F 0.85 4.92 0.93
F -0.44 4.67 2.82
F -1.21 4.12 0.87
S 0.49 2.38 1.77
O 1.25 2.04 0.55
O 1.23 2.33 3.03
O -0.58 1.44 1.68
C 1.03 -3.60 1.30
F 0.30 -4.73 1.01
F 1.60 -3.72 2.48
F 1.91 -3.32 0.36
S -0.19 -2.10 1.51
O -0.69 -1.76 0.19
O -1.25 -2.39 2.48
O 0.75 -0.93 1.79
Cl 2.23 -0.62 -1.13
C 3.03 -1.84 -2.24
C 3.87 -1.04 -3.28
Cl 2.95 0.17 -4.15
H 2.31 -2.40 -2.83
H 3.57 -2.63 -1.73
H 4.30 -1.76 -3.98
H 4.57 -0.49 -2.66
Cl -2.16 0.81 -1.10
C -3.77 1.45 -0.78
C -4.49 0.42 0.09
Cl -3.63 0.09 1.62
H -4.21 1.53 -1.77
H -3.65 2.46 -0.37
H -4.50 -0.54 -0.42
H -5.52 0.67 0.35

(8)
14
Properties=species:S:1:pos:R:3 method="wB97M-V/def2-TZVPD" total_energy_ev=-8833.3517 e_above_lowest_kj_mol=275.1 homo_energy_ev=-9.56 lumo_ev=0.71
H 0.04 -1.42 1.69
N 0.44 -0.59 2.16
C 0.42 0.39 1.37
C -0.07 0.27 -0.05
C -1.44 -0.40 -0.19
C 1.28 -0.02 -0.88
C 0.35 1.02 -1.25
O -0.10 1.66 -2.17
H 0.88 1.33 1.70
H -2.09 0.21 -0.83
H -1.92 -0.46 0.79
H -1.41 -1.41 -0.61
H 1.49 -0.92 -1.45
H 2.12 0.33 -0.27